1.
{
  "formula": "C26H35N3O5",
  "method": "ωB97M-V with the def2-TZVPD basis set",
  "elements": ["C", "H", "H", "H", "C", "O", "C", "C", "H", "H", "C", "N", "C", "O", "C", "N", "C", "O", "C", "C", "C", "C", "O", "H", "H", "H", "H", "H", "H", "C", "C", "C", "C", "C", "C", "C", "C", "H", "H", "H", "H", "H", "H", "H", "C", "O", "N", "H", "C", "H", "C", "C", "C", "H", "H", "C", "H", "H", "H", "H", "H", "H", "H", "H", "H", "H", "H", "H", "H"],
  "positions_angstrom": [[-3.211333, -3.960821, 1.206514], [-3.886218, -3.110559, 1.261936], [-2.341349, -3.755132, 1.825437], [-3.724384, -4.833721, 1.600339], [-2.789668, -4.234598, -0.235580], [-1.953029, -3.245341, -0.796436], [-2.578159, -1.988199, -0.982576], [-1.712474, -1.089333, -1.858419], [-1.373247, -1.666187, -2.719983], [-2.353533, -0.284899, -2.214731], [-0.465566, -0.489433, -1.172093], [-0.652139, -0.076038, 0.201548], [-0.283029, -0.822916, 1.269469], [-0.507198, -0.478153, 2.415602], [0.324871, -2.205988, 1.017359], [1.620441, -2.207731, 0.366932], [2.549753, -1.242576, 0.528703], [2.324838, -0.167200, 1.059867], [3.863184, -1.573935, -0.042125], [5.029322, -0.852729, -0.044456], [5.983559, -1.648713, -0.712862], [5.334753, -2.792931, -1.067589], [4.056608, -2.762883, -0.668061], [5.663712, -3.670565, -1.588614], [7.008259, -1.404659, -0.901986], [5.173120, 0.115701, 0.386430], [1.919657, -3.087747, -0.026657], [0.410648, -2.667621, 2.009913], [-0.364291, -2.791224, 0.402796], [-1.242769, 1.240231, 0.463723], [-2.666384, 1.348987, -0.040107], [-2.916327, 1.795959, -1.332899], [-4.206395, 1.889347, -1.823423], [-5.271182, 1.522217, -1.021857], [-5.032697, 1.085189, 0.267381], [-3.743643, 0.999849, 0.781382], [-3.564529, 0.575094, 2.208713], [-4.486438, 0.145277, 2.594436], [-2.763774, -0.148948, 2.333868], [-3.317288, 1.442645, 2.821662], [-5.867291, 0.812202, 0.898277], [-6.283525, 1.584948, -1.393650], [-4.376268, 2.247384, -2.828040], [-2.093454, 2.100206, -1.960157], [-0.351650, 2.398767, -0.028973], [-0.812136, 3.434987, -0.467670], [0.962260, 2.171782, 0.113393], [1.302373, 1.336223, 0.577172], [1.954910, 3.183128, -0.173985], [1.412475, 4.009949, -0.639727], [2.678539, 3.643234, 1.107139], [4.027448, 2.931811, 1.065314], [4.379612, 2.983129, -0.417796], [5.184965, 2.304057, -0.696058], [4.678666, 3.997033, -0.689807], [3.058367, 2.623289, -1.096172], [2.987966, 3.019729, -2.107774], [2.956060, 1.537861, -1.145504], [4.775133, 3.409186, 1.697316], [3.898426, 1.897167, 1.384980], [2.100153, 3.393227, 1.994626], [2.822119, 4.723921, 1.082364], [-1.246735, 1.336415, 1.557051], [-0.152495, 0.388428, -1.745753], [0.344585, -1.215554, -1.213728], [-3.547555, -2.139480, -1.479691], [-2.765384, -1.500847, -0.018032], [-3.684331, -4.358388, -0.864299], [-2.198948, -5.153518, -0.284371]],
  "forces_ev_per_angstrom": [[0.133, 0.072, -0.410], [-0.078, 0.075, 0.076], [0.083, 0.009, 0.115], [-0.075, -0.079, 0.087], [-0.114, -0.198, 0.182], [0.187, 0.049, -0.158], [-0.077, 0.231, -0.230], [-0.111, -0.159, 0.306], [-0.034, 0.004, -0.087], [0.048, -0.163, -0.068], [-0.190, -0.269, -0.391], [-0.025, 0.417, 0.038], [-0.023, -0.319, 0.165], [0.088, -0.096, 0.257], [-0.002, -0.003, 0.358], [0.053, -0.250, -0.002], [-0.135, -0.482, -0.322], [0.265, 0.081, 0.180], [0.855, 0.893, 0.186], [-0.864, -0.324, 0.090], [-0.154, -0.519, -0.208], [0.759, 0.341, -0.058], [-0.478, -0.155, 0.075], [-0.058, -0.148, -0.057], [0.223, -0.018, -0.076], [-0.058, 0.244, 0.126], [0.039, 0.139, -0.013], [-0.107, 0.164, -0.176], [0.108, 0.074, 0.101], [-0.237, 0.156, 0.184], [-0.070, 0.136, -0.035], [-0.165, 0.131, 0.062], [0.077, -0.030, -0.117], [-0.067, -0.001, 0.005], [-0.081, -0.024, -0.042], [0.025, 0.003, -0.100], [0.031, -0.045, 0.013], [-0.056, 0.006, 0.036], [0.042, -0.017, 0.065], [0.061, 0.004, 0.127], [-0.058, -0.033, 0.075], [-0.084, 0.013, -0.027], [-0.008, 0.030, -0.089], [0.077, 0.027, -0.041], [0.062, -0.321, 0.088], [-0.206, 0.294, -0.021], [0.215, -0.111, 0.076], [-0.209, -0.072, -0.099], [-0.175, 0.240, -0.103], [0.124, -0.143, 0.082], [0.035, -0.051, 0.040], [0.107, 0.205, 0.006], [-0.002, -0.127, 0.013], [0.095, 0.027, -0.053], [0.078, 0.041, -0.012], [0.100, 0.107, -0.053], [-0.049, -0.062, -0.068], [-0.009, -0.040, -0.046], [0.041, -0.052, 0.076], [0.046, -0.085, 0.048], [-0.072, 0.096, 0.033], [0.020, 0.054, 0.024], [0.010, -0.028, -0.243], [0.126, -0.087, 0.027], [-0.024, 0.167, -0.022], [0.044, 0.023, 0.075], [-0.059, -0.033, -0.066], [0.106, -0.033, 0.012], [-0.148, 0.021, -0.015]],
  "lowdin_charge": [-0.06, 0.07, 0.07, 0.08, -0.27, -0.19, -0.21, -0.11, 0.12, 0.09, -0.11, 0.00, -0.44, 0.05, -0.05, 0.09, -0.40, 0.07, -0.17, 0.02, -0.04, -0.10, 0.05, 0.13, 0.11, 0.11, 0.15, 0.14, 0.11, -0.11, -0.13, -0.06, -0.08, -0.08, -0.05, -0.22, -0.03, 0.08, 0.06, 0.10, 0.11, 0.10, 0.10, 0.12, -0.43, 0.07, 0.12, 0.10, -0.28, 0.14, -0.13, -0.20, -0.20, 0.09, 0.11, -0.13, 0.11, 0.10, 0.11, 0.09, 0.12, 0.11, 0.15, 0.13, 0.11, 0.13, 0.11, 0.12, 0.12],
  "multiplicity": 1,
  "gap_ev": 9.10,
  "smiles": "CCOCCCN(C(=O)CNC(=O)c1ccco1)[C@@H](C(=O)NC1CCCC1)c1ccccc1C",
  "total_energy_ha": -1552.25151,
  "relative_energy_kj_mol": 156.99
}


2.
{
  "formula": "C26H36BN6RuSe4Te",
  "method": "ωB97M-V with the def2-TZVPD basis set",
  "elements": ["Ru", "C", "C", "C", "C", "C", "C", "N", "N", "B", "N", "C", "C", "C", "N", "C", "C", "C", "N", "C", "C", "C", "N", "C", "C", "C", "H", "H", "H", "H", "H", "H", "H", "H", "H", "H", "H", "H", "H", "H", "H", "H", "H", "H", "H", "H", "H", "H", "H", "H", "H", "H", "H", "H", "Se", "Se", "Se", "Se", "C", "Te", "C", "C", "C", "C", "C", "C", "C", "H", "H", "H", "H", "H", "H", "H", "H"],
  "positions_angstrom": [[-0.008600, -0.628400, 0.195200], [-4.270900, 2.360600, 0.869800], [-3.248700, 1.824600, 1.878100], [-3.423700, 0.326000, 2.040900], [-1.868100, 2.264100, 1.482700], [-1.499500, 3.616500, 1.512700], [-0.182600, 3.639700, 1.134500], [0.207500, 2.380300, 0.895900], [-0.818800, 1.525300, 1.104000], [1.647400, 2.008100, 0.537900], [1.694300, 1.487600, -0.902300], [2.227700, 2.132100, -1.946200], [2.178700, 1.303500, -3.042800], [1.587600, 0.122000, -2.578200], [1.302000, 0.260500, -1.279900], [1.399200, -1.144800, -3.343900], [2.753900, -1.611900, -3.882100], [0.421800, -0.936600, -4.500400], [2.165600, 0.907600, 1.461700], [3.217600, 0.981900, 2.286000], [3.396100, -0.250400, 2.873800], [2.384100, -1.056900, 2.346900], [1.651500, -0.327600, 1.499700], [2.087000, -2.492300, 2.628400], [2.154100, -3.310100, 1.335800], [3.000800, -3.077100, 3.697000], [-5.275900, 2.092400, 1.186000], [-4.090700, 1.928800, -0.117000], [-4.212600, 3.442800, 0.791500], [-3.441100, 2.301400, 2.850500], [-3.241300, -0.183900, 1.091800], [-4.441000, 0.101100, 2.354500], [-2.744900, -0.058200, 2.801300], [-2.125000, 4.440800, 1.784700], [0.503400, 4.453900, 1.026400], [2.340900, 2.963300, 0.626600], [2.615000, 3.125100, -1.841700], [2.512600, 1.523600, -4.036200], [1.005700, -1.907700, -2.656200], [3.146400, -0.875100, -4.579800], [2.637700, -2.556800, -4.407100], [3.469400, -1.739200, -3.071600], [0.796800, -0.169900, -5.174600], [-0.559000, -0.627500, -4.133800], [0.306600, -1.866100, -5.051500], [3.769300, 1.893200, 2.398900], [4.149300, -0.521400, 3.582000], [1.055700, -2.530900, 3.017900], [3.183600, -3.403700, 0.994600], [1.572300, -2.820300, 0.537000], [1.743200, -4.304600, 1.496700], [4.039200, -3.068500, 3.374900], [2.704000, -4.104200, 3.887900], [2.917900, -2.514700, 4.623500], [-1.137800, -2.039400, 1.770100], [-1.385100, -4.175300, 1.323800], [-1.601300, -3.231100, -2.493600], [-1.612900, -1.292300, -1.439500], [-2.870300, 1.934600, -3.750600], [-1.542900, 1.817400, -2.044200], [-1.055400, 3.854500, -2.554000], [-1.944600, 4.256200, -3.681500], [-1.904600, 5.555100, -4.172700], [-2.725100, 5.940500, -5.213700], [-3.599600, 5.026300, -5.776300], [-3.642000, 3.732200, -5.295000], [-2.816400, 3.339900, -4.249400], [-3.885800, 1.670000, -3.455300], [-2.556600, 1.242600, -4.533400], [-0.008200, 3.937700, -2.845600], [-1.207500, 4.502000, -1.691800], [-1.222300, 6.261600, -3.722100], [-2.684600, 6.953500, -5.583700], [-4.248500, 5.320200, -6.585400], [-4.322100, 3.011700, -5.725500]],
  "forces_ev_per_angstrom": [[-0.193, -2.535, -0.242], [0.054, -0.062, 0.080], [-0.149, -0.227, -0.194], [0.136, 0.119, 0.078], [0.336, 0.165, 0.160], [0.104, -0.035, -0.079], [-0.262, 0.060, 0.065], [-0.090, 0.590, 0.234], [0.081, -0.738, -0.071], [-0.552, -0.630, -0.075], [0.602, 0.593, -0.556], [-0.041, -0.130, -0.130], [-0.126, -0.074, 0.105], [0.232, 0.063, 0.199], [-0.269, -0.007, 0.664], [-0.086, -0.099, 0.064], [-0.178, -0.024, 0.163], [-0.103, -0.068, 0.290], [0.628, 0.356, 0.483], [-0.023, -0.116, -0.036], [-0.065, 0.042, -0.050], [0.002, 0.144, 0.075], [-0.545, 0.199, -0.281], [-0.153, -0.114, -0.203], [-0.268, 0.213, -0.090], [-0.232, 0.140, -0.075], [-0.153, -0.009, 0.039], [0.002, 0.061, 0.049], [-0.015, 0.118, -0.102], [0.000, -0.078, -0.158], [0.011, -0.021, 0.056], [-0.096, -0.025, 0.014], [-0.010, -0.080, -0.058], [-0.114, 0.228, 0.076], [0.197, 0.187, 0.003], [0.152, 0.312, 0.033], [0.093, 0.216, 0.080], [0.110, -0.008, -0.183], [0.103, 0.181, -0.166], [0.112, 0.032, -0.082], [0.046, -0.114, -0.061], [0.078, -0.035, 0.002], [0.022, 0.086, -0.117], [0.055, 0.039, -0.115], [-0.063, -0.107, -0.145], [0.078, 0.196, -0.034], [0.159, -0.103, 0.168], [0.243, -0.058, -0.079], [0.120, 0.016, -0.014], [0.169, -0.256, 0.190], [0.014, -0.099, -0.045], [0.138, -0.019, -0.047], [0.052, -0.144, 0.079], [0.041, 0.012, 0.148], [0.204, 0.374, 0.085], [0.021, 0.245, -0.377], [0.189, 0.304, 0.798], [-0.452, 0.241, -0.166], [0.065, -0.416, 0.234], [-0.580, 0.741, -0.736], [0.363, -0.073, 0.264], [-0.148, 0.049, -0.158], [0.009, 0.055, -0.004], [0.077, 0.160, 0.016], [-0.097, -0.109, -0.065], [-0.029, 0.112, -0.067], [-0.016, 0.104, -0.040], [0.069, -0.057, 0.075], [0.053, -0.066, 0.107], [0.045, -0.134, 0.033], [-0.037, -0.109, 0.124], [0.061, 0.122, 0.013], [-0.006, 0.109, -0.045], [-0.086, 0.056, -0.122], [-0.088, -0.061, -0.077]],
  "lowdin_charge": [0.50, -0.07, -0.37, -0.12, -0.31, -0.02, -0.08, -0.05, 0.04, -0.56, -0.04, -0.08, -0.01, -0.32, -0.05, -0.40, -0.06, -0.09, -0.02, -0.05, 0.00, -0.26, -0.03, -0.41, -0.10, -0.07, 0.08, 0.05, 0.07, 0.14, 0.03, 0.08, 0.03, 0.11, 0.12, 0.12, 0.12, 0.11, 0.07, 0.08, 0.08, 0.08, 0.08, 0.02, 0.08, 0.12, 0.10, 0.06, 0.09, 0.03, 0.06, 0.08, 0.08, 0.08, 0.17, 0.09, 0.15, -0.02, -0.40, 1.34, -0.39, -0.29, -0.04, -0.09, -0.09, -0.04, -0.30, 0.06, 0.06, 0.05, 0.05, 0.11, 0.10, 0.10, 0.11],
  "s_squared": 0.9384,
  "multiplicity": 2,
  "gap_ev": [5.16, 5.15],
  "total_energy_ha": -11334.40822,
  "relative_energy_kj_mol": 348.74
}